{
  "formula": "C47H36FeN5O7S2",
  "method": "ωB97M-V with the def2-TZVPD basis set",
  "elements": ["Fe", "O", "C", "O", "C", "C", "C", "C", "C", "C", "C", "C", "C", "N", "H", "H", "H", "H", "H", "H", "C", "C", "C", "C", "C", "C", "C", "C", "S", "C", "N", "C", "C", "C", "C", "C", "C", "C", "C", "H", "H", "H", "H", "H", "H", "H", "H", "H", "H", "H", "H", "H", "H", "H", "H", "O", "C", "O", "C", "C", "C", "C", "C", "C", "N", "C", "C", "C", "C", "C", "C", "N", "H", "H", "H", "H", "H", "H", "H", "H", "H", "H", "O", "C", "N", "S", "O", "O", "C", "C", "C", "C", "C", "C", "H", "H", "H", "H"],
  "positions_angstrom": [[0.73879, -0.11632, -1.14246], [0.63688, 1.28575, 2.80016], [0.25402, 0.67659, 1.80647], [0.93161, 0.40106, 0.77184], [-1.19666, 0.18474, 1.82938], [-2.10066, 0.78731, 2.74215], [-3.38770, 0.35313, 2.77652], [-3.78522, -0.70881, 1.92616], [-5.09685, -1.24034, 1.90935], [-5.41384, -2.27814, 1.07992], [-4.42902, -2.83823, 0.23513], [-3.15676, -2.34306, 0.23063], [-2.80649, -1.25710, 1.06887], [-1.53067, -0.78545, 1.02145], [-1.73003, 1.58302, 3.37112], [-4.11401, 0.79592, 3.44877], [-5.84093, -0.80946, 2.56894], [-6.41821, -2.68162, 1.07365], [-4.68917, -3.66772, -0.41059], [-2.38266, -2.76099, -0.39813], [1.59668, -3.27203, 5.48057], [0.49798, -3.28915, 4.40835], [-0.21071, -1.93370, 4.41846], [-0.53293, -4.37449, 4.74861], [1.11554, -3.60148, 3.04488], [1.85612, -4.78659, 2.87753], [2.41673, -5.13218, 1.66442], [2.23765, -4.27183, 0.58687], [2.79667, -4.41685, -1.04626], [2.02416, -2.88628, -1.42271], [1.41323, -2.32742, -0.42579], [1.51447, -3.08644, 0.72702], [0.95514, -2.75937, 1.96140], [2.05586, -2.29952, -2.76421], [2.66908, -2.98103, -3.82144], [2.65972, -2.42973, -5.08635], [2.02129, -1.20551, -5.28058], [1.41902, -0.54739, -4.21924], [1.42512, -1.05378, -2.91034], [1.18275, -2.94188, 6.43548], [2.39476, -2.58448, 5.19818], [2.03408, -4.26007, 5.63012], [-0.60740, -1.74010, 5.41706], [-1.05266, -1.92125, 3.72302], [0.45730, -1.11208, 4.15641], [-0.98331, -4.17629, 5.72392], [-0.07657, -5.36488, 4.78015], [-1.32663, -4.39150, 3.99995], [1.98764, -5.45869, 3.71567], [2.97982, -6.04974, 1.55618], [0.40067, -1.83887, 2.03170], [3.14894, -3.94004, -3.65530], [3.13736, -2.94169, -5.91233], [2.00147, -0.76016, -6.26870], [0.93340, 0.40376, -4.41873], [0.80544, 6.06581, 3.66836], [-0.41751, 5.93208, 3.09928], [-1.31476, 6.65361, 3.44920], [-0.56205, 4.86565, 2.06567], [0.52059, 4.22935, 1.46196], [0.32242, 3.22034, 0.54163], [-0.96632, 2.83945, 0.19029], [-2.05477, 3.46970, 0.79487], [-1.85274, 4.47794, 1.71594], [-1.10119, 1.76432, -0.70996], [-2.09175, 1.69939, -1.50386], [-2.31271, 0.51270, -2.34605], [-3.43004, 0.46457, -3.17205], [-3.63507, -0.65605, -3.95861], [-2.70782, -1.68538, -3.89095], [-1.61536, -1.53951, -3.04474], [-1.41990, -0.47110, -2.28612], [1.38556, 5.35280, 3.37232], [1.54381, 4.51361, 1.68137], [1.15827, 2.70602, 0.09115], [-3.06378, 3.14303, 0.57671], [-2.68769, 4.96737, 2.19908], [-2.82928, 2.50396, -1.60641], [-4.11838, 1.29909, -3.18606], [-4.49370, -0.72243, -4.61461], [-2.81085, -2.57962, -4.48970], [-0.85459, -2.30791, -2.97995], [2.78674, 1.06173, -1.53512], [2.36171, 1.99966, -2.20822], [1.08348, 2.12405, -2.59004], [0.84253, 3.41586, -3.51998], [-0.07067, 4.35124, -2.90899], [0.55645, 3.04322, -4.88533], [2.51345, 4.03270, -3.43130], [3.09921, 5.13932, -4.01101], [4.46512, 5.31541, -3.81778], [5.20636, 4.39971, -3.07368], [4.59826, 3.28910, -2.50136], [3.23908, 3.12306, -2.69108], [2.51535, 5.84481, -4.58646], [4.95978, 6.17255, -4.25696], [6.26987, 4.55639, -2.94518], [5.15268, 2.56489, -1.91961]],
  "atomic_forces_ev_per_a": [[-0.2, 0.0, -0.2], [0.1, 0.0, 0.3], [0.0, -0.2, -0.1], [0.2, -0.1, 0.3], [0.0, -0.1, -0.1], [0.0, 0.0, 0.0], [0.0, 0.0, 0.0], [0.0, 0.0, 0.0], [0.0, 0.0, 0.0], [0.0, 0.0, 0.0], [0.0, 0.0, 0.0], [0.0, 0.0, 0.0], [0.0, 0.0, 0.0], [0.0, 0.0, 0.0], [0.0, 0.0, 0.0], [0.0, 0.0, 0.0], [0.0, 0.0, 0.0], [0.0, 0.0, 0.0], [0.0, 0.0, 0.0], [0.0, 0.0, 0.0], [0.0, 0.0, 0.0], [0.0, 0.0, 0.0], [0.0, 0.0, 0.0], [0.0, 0.0, 0.0], [0.0, -0.1, 0.0], [0.0, 0.0, -0.1], [0.0, 0.0, 0.0], [0.0, 0.0, 0.0], [0.0, 0.0, 0.0], [0.0, -0.1, 0.0], [0.0, 0.1, -0.2], [0.0, 0.0, 0.1], [0.0, 0.1, 0.0], [0.0, 0.0, -0.1], [0.0, 0.0, 0.0], [0.0, 0.0, 0.0], [0.0, 0.0, 0.0], [0.0, 0.0, 0.0], [0.1, -0.2, -0.1], [0.0, 0.0, 0.0], [0.0, 0.0, 0.0], [0.0, 0.0, 0.0], [0.0, 0.0, 0.0], [0.0, 0.0, 0.0], [0.0, 0.0, 0.0], [0.0, 0.0, 0.0], [0.0, 0.0, 0.0], [0.0, 0.0, 0.0], [0.0, 0.0, 0.0], [0.0, 0.0, 0.0], [0.0, -0.1, 0.0], [0.0, 0.0, 0.0], [0.0, 0.0, 0.0], [0.0, 0.0, 0.0], [0.0, 0.0, 0.0], [-0.1, 0.0, 0.0], [0.0, 0.1, 0.1], [0.1, -0.1, -0.1], [0.0, -0.1, 0.0], [0.0, 0.1, 0.0], [0.1, 0.3, -0.2], [0.0, 0.2, -0.2], [-0.1, 0.0, -0.1], [0.0, 0.0, 0.1], [-0.7, -0.2, -0.3], [0.3, 0.3, 0.5], [-0.1, 0.2, -0.1], [0.0, 0.0, 0.0], [0.1, -0.1, 0.0], [-0.1, 0.1, 0.0], [0.0, -0.1, 0.0], [0.1, 0.0, 0.2], [-0.1, 0.0, 0.0], [0.0, 0.0, 0.0], [0.0, 0.0, 0.0], [0.0, 0.0, 0.0], [0.0, 0.0, 0.0], [0.1, 0.0, 0.0], [0.0, 0.0, 0.0], [0.0, 0.0, 0.0], [0.0, 0.0, 0.0], [0.0, 0.0, 0.0], [0.1, -0.1, 0.5], [0.0, 0.1, -0.3], [0.0, 0.1, 0.0], [0.0, 0.0, 0.0], [0.0, 0.0, 0.0], [0.0, 0.0, 0.0], [0.0, -0.1, -0.1], [0.0, 0.0, 0.0], [0.0, 0.0, 0.0], [0.0, 0.0, 0.0], [0.0, 0.0, 0.0], [0.0, 0.0, -0.1], [0.0, 0.0, 0.0], [0.0, 0.0, 0.0], [0.0, 0.0, 0.0], [0.0, 0.0, 0.0]],
  "homo_ev": [-4.97, -5.12],
  "de_lowest_ev": 0.000,
  "homo_lumo_gap_ha": [0.2424, 0.2474],
  "total_charge": -1,
  "total_energy_ev": -127169.8305,
  "s2": 6.011,
  "spin_multiplicity": 5
}